A:
C4H11N2S | ωB97M-V/def2-TZVPD

Last column: Mulliken charge in e.
Geometry (Å):
1 C 2.40654 -0.65276 -0.80060  -0.995
2 C 1.27576 -0.42626 -0.16095  0.351
3 N 0.36488 -1.30470 0.45566  -0.159
4 C 0.79147 1.01020 0.06395  -0.632
5 N -0.56022 0.94703 0.60273  -0.398
6 C -1.76080 0.82986 -0.27136  -0.534
7 S -2.46347 -0.86584 -0.42610  -0.229
8 H 2.91318 -1.56214 -0.88031  0.383
9 H 2.92286 0.27850 -0.95585  0.289
10 H 0.68546 -1.82449 1.31692  0.361
11 H 0.03822 -2.01999 -0.12358  0.402
12 H -0.39565 -0.62582 0.80690  0.382
13 H 1.40506 1.44251 0.83837  0.392
14 H 0.65291 1.50575 -0.96629  0.323
15 H -0.73625 1.63322 1.31122  0.225
16 H -2.63391 1.36170 0.17271  0.444
17 H -1.40739 1.01522 -1.31168  0.237
18 H -3.49865 -0.74198 0.32826  0.157

## Properties
* HOMO level: -13.5 eV
* 2S+1: 1
* charge: +1
* SMILES: C=C([NH3+])CNCS

B:
C4H11N2S | ωB97M-V/def2-TZVPD

Last column: Mulliken charge in e.
Geometry (Å):
1 C 0.26696 0.66757 -0.03148  0.406
2 C -1.59212 -1.75909 -0.04394  -0.887
3 C 2.71045 0.22954 0.18627  -1.089
4 C -1.76285 -0.31569 0.35980  0.044
5 N 0.27632 1.97521 -0.15045  -0.287
6 N 1.25644 -0.12096 0.17558  -0.054
7 S -2.77023 0.83518 -0.27684  -0.189
8 H -2.01210 -1.98615 -1.10149  0.293
9 H -0.55895 -2.12921 -0.36105  0.234
10 H -2.12787 -2.37187 0.68826  0.283
11 H 3.23808 0.50818 -0.69710  0.336
12 H 3.10000 -0.70967 0.54758  0.398
13 H 2.89870 0.78529 1.14825  0.384
14 H -1.63319 -0.19913 1.51213  0.367
15 H -0.62581 2.44737 -0.29184  0.156
16 H 1.03056 2.57783 -0.11867  0.194
17 H 0.99838 -1.05736 0.17544  0.192
18 H -2.69279 0.62297 -1.72045  0.217

## Properties
* HOMO level: -13.1 eV
* 2S+1: 1
* charge: +1

Result of the stability comparison: A is the most stable of them.

A:
C14H16O2 | ωB97M-V/def2-TZVPD

Last column: Mulliken charge in e.
Geometry (Å):
1 C -2.13375 3.46148 -0.70212  -1.264
2 C -1.36796 2.30355 -1.23854  0.750
3 C -1.58780 1.68672 -2.54970  -0.881
4 C -0.56877 0.95935 -3.10479  -0.499
5 C 0.61655 0.69978 -2.31868  0.833
6 O 1.62856 0.16848 -2.96860  -0.569
7 C 0.61699 0.95301 -0.99227  -0.262
8 C -0.26129 2.03226 -0.55241  -0.655
9 H -2.92973 3.60534 -1.43579  0.306
10 H -1.75590 4.46278 -0.28184  0.292
11 H -2.75126 2.94891 0.17678  0.262
12 H -2.56608 1.86790 -2.94911  0.352
13 H -0.51494 0.63831 -4.09854  0.291
14 H 1.47210 0.07799 -4.02962  0.358
15 H 1.30768 0.55966 -0.23753  0.196
16 H -0.21223 2.27947 0.48612  0.461
17 C 0.22033 0.28296 3.03444  -1.669
18 C 0.66881 -0.98230 2.27107  0.554
19 C 1.79126 -1.15568 1.35952  -0.461
20 C 1.92569 -2.26401 0.57818  -0.458
21 C 0.98695 -3.29981 0.77967  0.472
22 O 1.11786 -4.42633 -0.02655  -0.591
23 C -0.07648 -3.21800 1.59152  -0.531
24 C -0.17172 -2.07257 2.37709  -0.205
25 H 0.96295 0.95996 3.24408  0.467
26 H -0.07046 -0.10711 4.01835  0.459
27 H -0.58474 0.80210 2.53373  0.273
28 H 2.52080 -0.35651 1.41416  0.451
29 H 2.88943 -2.28004 0.01214  0.317
30 H 0.66251 -4.39007 -0.90504  0.321
31 H -0.78136 -4.18734 1.54317  0.249
32 H -1.05401 -2.01024 2.97107  0.382

## Properties
* HOMO level: -8.0 eV
* 2S+1: 1
* charge: 0
* SMILES: Cc1ccc(O)cc1.Cc1ccc(O)cc1

B:
C14H16O2 | ωB97M-V/def2-TZVPD

Last column: Mulliken charge in e.
Geometry (Å):
1 C 3.33107 3.06179 1.80588  -0.854
2 C 2.07980 2.53496 1.95140  -0.281
3 C 1.31961 1.79416 0.89287  -0.366
4 C 1.02226 0.38941 1.41033  -1.279
5 C 0.60581 -0.57420 0.30428  0.219
6 C 0.22398 -1.91811 0.94857  -1.287
7 C -0.14716 -2.90697 -0.15066  -0.584
8 C -0.56123 -2.49751 -1.43800  -0.665
9 C -0.59736 -1.02023 -1.85146  0.526
10 C -1.79708 -0.75156 -2.71348  -0.127
11 O -1.87907 -1.08886 -3.88442  -0.585
12 C -2.99304 -0.16856 -2.16591  -0.316
13 C -3.10969 0.19973 -0.83938  -0.661
14 C -1.95212 0.07650 0.05411  0.394
15 O -2.11759 0.33248 1.25499  -0.581
16 C -0.54240 -0.04640 -0.62263  -0.425
17 H 3.88518 3.08094 0.86080  0.257
18 H 3.75968 3.63876 2.60822  0.284
19 H 1.65082 2.61934 2.94902  0.300
20 H 1.92568 1.78245 -0.01885  0.334
21 H 0.35115 2.25610 0.63536  0.281
22 H 1.93442 -0.00996 1.86091  0.517
23 H 0.25488 0.47461 2.19093  0.317
24 H 1.51939 -0.71951 -0.30222  0.528
25 H 1.07924 -2.30229 1.51134  0.577
26 H -0.60500 -1.81133 1.60401  0.403
27 H -0.13017 -3.96874 0.08000  0.414
28 H -0.75264 -3.24857 -2.17581  0.457
29 H 0.30453 -0.79051 -2.43322  0.444
30 H -3.80282 -0.05151 -2.87007  0.458
31 H -3.98691 0.69351 -0.44354  0.443
32 H -0.27324 0.94007 -1.01338  0.861

## Properties
* HOMO level: -9.4 eV
* 2S+1: 1
* charge: 0
* SMILES: C=CCC[C@H]1CC=C[C@H]2C(=O)C=CC(=O)[C@@H]12

Result of the stability comparison: B is the most stable of them.